{"formula": "C29H49BF5IO23P5", "method": "wB97M-V/def2-TZVPD", "elements": ["O", "C", "O", "B", "O", "C", "P", "O", "O", "O", "C", "I", "C", "F", "F", "C", "C", "C", "C", "C", "C", "F", "F", "F", "C", "O", "C", "C", "C", "C", "C", "C", "H", "H", "H", "H", "H", "H", "H", "H", "H", "H", "H", "H", "H", "C", "O", "P", "O", "O", "C", "O", "C", "H", "H", "H", "H", "H", "H", "H", "H", "H", "C", "O", "P", "O", "O", "C", "O", "C", "H", "H", "H", "H", "H", "H", "H", "H", "H", "C", "O", "P", "O", "O", "C", "O", "C", "H", "H", "H", "H", "H", "H", "H", "H", "H", "C", "O", "P", "O", "O", "C", "O", "C", "H", "H", "H", "H", "H", "H", "H", "H", "H"], "xyz": [[0.1305, -3.2381, 3.8833], [-0.3482, -2.2674, 3.3504], [0.2276, -1.0210, 3.3137], [1.4205, -0.9497, 2.4414], [1.2049, -0.7535, 0.9863], [2.4778, -1.0183, 0.3658], [3.3067, 0.6743, 0.4787], [4.1736, 0.8755, 1.6746], [2.0630, 1.8067, 0.6140], [4.0908, 1.0690, -0.9705], [2.9535, -2.2100, 1.3278], [1.5222, -3.8150, 0.6604], [4.3755, -2.9126, 1.1031], [5.1448, -2.7735, 2.2636], [4.2004, -4.2668, 0.8402], [5.2013, -2.3328, -0.0745], [6.0396, -1.1259, 0.0318], [6.8482, -0.5993, -1.0569], [6.8734, -1.2668, -2.3518], [6.0337, -2.4778, -2.4985], [6.1011, -3.1704, -3.8939], [4.9445, -3.7937, -4.2648], [7.0762, -4.1758, -3.7913], [6.5759, -2.3159, -4.8687], [5.2203, -3.0007, -1.3922], [2.5059, -1.9765, 2.6157], [-1.7567, -2.3769, 2.6521], [-1.9477, -2.1243, 1.2214], [-3.2814, -2.2027, 0.6203], [-4.4377, -2.5582, 1.4674], [-4.2764, -2.7979, 2.9101], [-2.9130, -2.7079, 3.4716], [1.9778, 0.0383, 2.8724], [2.3020, -1.2734, -0.7196], [1.5117, 1.6385, -0.1823], [3.6313, 0.5041, -1.6297], [6.0389, -0.5953, 1.0201], [7.4925, 0.3050, -0.9152], [7.5113, -0.8894, -3.1872], [4.6554, -3.9374, -1.6092], [-1.0511, -1.8414, 0.6162], [-3.3692, -1.9823, -0.4701], [-5.4387, -2.6376, 0.9703], [-5.1587, -3.0484, 3.5437], [-2.8104, -2.8865, 4.5709], [-3.5922, 5.1827, 0.3992], [-2.2005, 5.2889, 0.6779], [-1.6051, 4.3760, 1.8494], [-1.8014, 2.9359, 1.6707], [-2.2757, 4.9675, 3.1730], [-2.3019, 6.3760, 3.3735], [-0.0996, 4.8749, 1.9322], [0.9488, 3.9097, 1.7391], [-3.7229, 4.9483, -0.6571], [-4.0719, 4.4095, 1.0019], [-4.0630, 6.1448, 0.6107], [-3.3167, 6.7372, 3.1983], [-1.6163, 6.9009, 2.7072], [-2.0246, 6.5887, 4.4062], [1.8510, 4.4387, 1.4343], [0.6925, 3.1973, 0.9699], [1.1420, 3.3902, 2.6770], [-3.2700, -7.5876, 0.7974], [-2.1514, -8.3353, 1.2723], [-0.7432, -8.0889, 0.5630], [-0.2654, -6.7076, 0.6019], [-0.9504, -8.6682, -0.9128], [-1.5664, -9.9389, -1.0868], [0.1892, -9.1688, 1.2660], [1.3537, -8.6961, 1.9495], [-3.7197, -7.0568, 1.6353], [-2.9843, -6.8686, 0.0280], [-4.0023, -8.2832, 0.3826], [-2.5843, -9.7892, -1.4521], [-1.5994, -10.5125, -0.1595], [-1.0034, -10.5016, -1.8311], [1.6510, -9.4476, 2.6804], [1.1567, -7.7617, 2.4750], [2.1647, -8.5551, 1.2347], [-1.2147, -0.9527, -5.3913], [-1.2413, -2.3431, -5.0824], [-0.0197, -2.9384, -4.2394], [0.1978, -2.3045, -2.9334], [1.2245, -2.8237, -5.2341], [1.0851, -3.2476, -6.5849], [-0.3448, -4.4958, -4.2216], [-0.4874, -5.1239, -2.9449], [-2.1374, -0.4955, -5.0360], [-0.3628, -0.4482, -4.9324], [-1.1559, -0.8381, -6.4754], [1.0244, -2.3657, -7.2259], [0.1962, -3.8619, -6.7357], [1.9661, -3.8257, -6.8624], [-1.0759, -6.0330, -3.0663], [-1.0014, -4.4724, -2.2382], [0.4970, -5.3862, -2.5576], [-4.8710, 11.4846, -0.0713], [-3.4772, 11.5931, 0.2083], [-2.8812, 10.6754, 1.3713], [-3.0733, 9.2351, 1.1838], [-3.5509, 11.2554, 2.6982], [-3.5786, 12.6629, 2.9135], [-1.3730, 11.1715, 1.4603], [-0.3387, 10.2040, 1.2603], [-5.0009, 11.2571, -1.1286], [-5.3484, 10.7062, 0.5261], [-5.3450, 12.4431, 0.1466], [-4.5940, 13.0248, 2.7418], [-2.8921, 13.1955, 2.2541], [-3.3026, 12.8636, 3.9481], [0.5681, 10.7281, 0.9612], [-0.6019, 9.4942, 0.4764], [-0.1502, 9.6726, 2.1934]], "charge": -1, "orbital_gap_ha": 0.23878}